Record 1
# C20H11F6NO3SZn

C20H11F6NO3SZn as an isolated structure (wB97M-V/def2-TZVPD, the OMol25 dataset).

Net charge = 0
HOMO-LUMO gap = 0.276 Eh
E_HOMO = -8.17 eV

Each line ends with the Löwdin charge.
Cartesian coordinates (Å):
1 Zn 2.515581 0.743442 -0.093737  0.683
2 F 8.851081 3.568742 -0.082737  0.120
3 C 7.523081 3.415842 -0.079937  -0.133
4 C 6.957781 2.142542 -0.076137  -0.143
5 F 7.739081 1.060942 -0.075737  0.123
6 C 5.578681 1.997142 -0.072337  -0.222
7 F 5.044481 0.751842 -0.064237  0.033
8 C 4.717881 3.095942 -0.075837  -0.548
9 S 2.987081 2.978142 -0.075137  0.715
10 C 5.309881 4.368942 -0.078937  -0.247
11 F 4.522981 5.447142 -0.080537  0.082
12 C 6.685881 4.532542 -0.080137  -0.139
13 F 7.212681 5.759342 -0.082037  0.122
14 C -3.318719 -3.560258 1.389063  -0.016
15 C -3.152419 -3.186558 -0.085937  -0.305
16 C -4.439519 -2.781558 -0.800237  -0.127
17 C -5.040119 -1.540558 -0.155437  -0.132
18 C -4.005919 -0.457458 -0.088537  -0.129
19 C -4.380619 0.867142 -0.019237  0.062
20 C -3.415919 1.869942 0.033163  -0.251
21 F -3.825419 3.145542 0.102263  0.079
22 C -2.077819 1.585342 0.007963  0.084
23 C -1.671819 0.247242 -0.060137  -0.036
24 C -0.246619 -0.053958 -0.077737  -0.268
25 O 0.570781 0.902142 -0.023337  -0.102
26 C 0.103181 -1.427658 -0.149537  -0.014
27 C -0.894819 -2.367158 -0.185037  0.047
28 N -2.199219 -2.086458 -0.166937  0.008
29 C -2.632419 -0.783058 -0.104637  -0.070
30 C 1.537681 -1.948858 -0.177337  -0.579
31 O 1.705681 -3.149158 -0.204937  0.069
32 O 2.497681 -1.091258 -0.171837  -0.108
33 H -4.065619 -4.340058 1.510363  0.089
34 H -3.607219 -2.697058 1.985063  0.087
35 H -2.367719 -3.928258 1.770563  0.087
36 H -2.716919 -4.041858 -0.613837  0.152
37 H -5.150419 -3.606358 -0.782637  0.123
38 H -4.199319 -2.564158 -1.844537  0.131
39 H -5.394919 -1.776358 0.850963  0.123
40 H -5.903819 -1.194258 -0.724037  0.125
41 H -5.420919 1.148942 -0.005937  0.133
42 H -1.330719 2.362242 0.037863  0.137
43 H -0.602219 -3.408758 -0.227937  0.153

Forces on the atoms, in the same order (eV/Å):
Zn 0.35 1.24 0.00
F -0.22 -0.05 0.00
C -0.37 -0.01 0.00
C -0.04 0.08 0.00
F 0.05 0.08 0.00
C -0.15 0.51 0.00
F 0.35 0.14 -0.01
C 0.62 0.13 -0.01
S -0.50 -0.75 0.00
C 0.07 -0.61 0.00
F 0.16 0.03 0.00
C 0.04 -0.21 0.00
F 0.01 -0.12 0.00
C -0.01 -0.02 -0.25
C -0.49 -0.51 0.18
C 0.02 0.02 0.11
C -0.01 -0.18 -0.06
C -0.04 0.12 0.05
C 0.31 -0.03 0.02
C 0.25 -0.16 -0.01
F -0.03 0.01 0.00
C -0.20 0.04 0.00
C -0.27 -0.11 0.00
C -0.11 -0.21 0.01
O -0.69 0.23 0.02
C 0.39 0.12 0.00
C 0.27 0.20 -0.01
N 0.45 -0.24 -0.25
C 0.11 0.93 0.05
C -0.49 -0.14 -0.01
O -0.08 -0.30 -0.01
O 0.59 -0.28 -0.02
H -0.09 -0.09 0.01
H -0.05 0.06 0.04
H 0.01 -0.03 0.08
H 0.03 0.22 0.03
H 0.05 -0.07 0.01
H -0.03 -0.07 0.00
H -0.04 0.00 0.01
H 0.01 0.01 0.03
H -0.18 -0.01 -0.02
H 0.04 0.08 0.01
H -0.06 -0.04 0.00


Record 2
# C20H12Br4IN2O5Pt

C20H12Br4IN2O5Pt as an isolated structure (wB97M-V/def2-TZVPD, the OMol25 dataset).

ΔE to the lowest compared entry with this formula, charge and spin = 43.2 kcal/mol
Net charge = -1
Multiplicity = 5
HOMO-LUMO gap (alpha / beta) = 0.247 / 0.170 Eh
E_HOMO (alpha / beta) = -4.62 / -4.20 eV

Each line ends with the Mulliken spin population.
Cartesian coordinates (Å):
1 Pt 0.039858 -0.139660 -0.221172  1.725
2 C -2.861560 1.521485 -3.757800  0.000
3 C -2.629372 2.479887 -2.634617  0.027
4 N -3.120540 3.684087 -2.693600  0.009
5 C -2.905733 4.537538 -1.659884  -0.007
6 C -2.176365 4.211827 -0.556075  0.002
7 C -2.071796 5.198923 0.570467  0.003
8 O -2.829078 4.794198 1.718123  0.000
9 C -1.619510 2.897591 -0.445895  -0.035
10 C -0.891185 2.575903 0.749387  -0.024
11 N -0.701045 1.403468 1.270556  0.067
12 C -0.172365 1.425354 2.594511  -0.012
13 C -0.802236 2.276913 3.511759  0.005
14 C -0.381877 2.374495 4.825591  0.000
15 C 0.684415 1.606807 5.264803  0.002
16 C 1.306753 0.744834 4.378554  -0.006
17 C 0.882061 0.640677 3.058426  -0.017
18 I 1.937513 -0.738057 1.898089  0.095
19 C -1.844974 1.992294 -1.505573  0.053
20 O -1.420192 0.794187 -1.604336  0.179
21 H -3.461968 2.006402 -4.524653  0.001
22 H -3.363048 0.622248 -3.396740  0.000
23 H -1.911215 1.187218 -4.176983  0.000
24 H -3.362158 5.517075 -1.743794  0.000
25 H -2.444418 6.169130 0.235520  0.000
26 H -1.034754 5.341211 0.887745  0.001
27 H -3.282681 3.976560 1.491142  0.000
28 H -0.525006 3.433484 1.314450  0.019
29 H -1.647261 2.863474 3.174665  0.000
30 H -0.897533 3.043290 5.502361  0.000
31 H 1.026220 1.663444 6.289789  0.000
32 H 2.133477 0.132809 4.713102  -0.005
33 Br -3.154897 -6.449528 -1.326461  0.005
34 C -2.454579 -4.898416 -0.504217  0.028
35 C -2.566739 -4.710478 0.861545  0.027
36 Br -3.413493 -5.998126 1.954902  0.005
37 C -2.039474 -3.544882 1.441290  0.014
38 Br -2.135922 -3.209009 3.299365  0.003
39 C -1.415092 -2.565523 0.676415  0.002
40 O -0.896775 -1.486056 1.199944  0.233
41 C -1.289982 -2.762521 -0.733876  0.083
42 O -0.714200 -1.840553 -1.458271  0.330
43 C -1.812250 -3.927850 -1.290540  0.060
44 Br -1.620700 -4.112977 -3.160549  0.005
45 O 1.512976 0.037422 -1.386467  1.119

Forces on the atoms, in the same order (eV/Å):
Pt -0.72 -0.67 -1.28
C -0.05 0.06 -0.06
C 0.08 0.06 0.19
N -0.06 -0.01 -0.11
C 0.00 -0.01 0.02
C 0.18 -0.05 0.03
C -0.04 0.03 -0.05
O 0.11 -0.04 0.08
C 0.09 0.12 -0.06
C -0.30 -0.01 0.13
N 1.00 0.17 0.05
C -0.28 0.09 -0.11
C 0.05 -0.01 0.10
C -0.03 0.01 -0.06
C 0.03 -0.02 -0.01
C -0.05 0.02 0.05
C 0.05 -0.18 0.05
I 0.71 0.06 0.42
C -0.09 -0.33 -0.25
O 0.00 0.27 0.36
H 0.00 -0.01 0.00
H 0.00 -0.01 0.01
H 0.01 0.00 0.02
H -0.01 0.01 -0.02
H -0.02 -0.01 -0.03
H -0.01 0.03 0.01
H -0.09 0.03 -0.06
H -0.17 0.01 0.08
H 0.00 0.00 0.02
H 0.00 0.00 0.00
H 0.00 0.00 0.01
H -0.01 0.00 -0.01
Br 0.03 0.04 0.05
C 0.44 0.37 -1.22
C 0.20 0.75 1.10
Br 0.02 0.04 -0.06
C -0.50 -1.01 0.34
Br 0.00 -0.05 -0.10
C 1.12 1.18 0.58
O -1.57 -0.81 -0.34
C 0.59 1.42 -0.91
O -0.19 -1.08 1.06
C -0.70 -0.99 -0.16
Br -0.03 -0.01 0.12
O 0.19 0.51 0.01


Record 3
# C20H12F12FeNO2Te

C20H12F12FeNO2Te as an isolated structure (wB97M-V/def2-TZVPD, the OMol25 dataset).

ΔE to the lowest compared entry with this formula, charge and spin = 1.5 kcal/mol
Net charge = -2
Multiplicity = 6
HOMO-LUMO gap (alpha / beta) = 0.214 / 0.206 Eh
E_HOMO (alpha / beta) = -1.16 / -0.97 eV

Each line ends with the Mulliken spin population.
Cartesian coordinates (Å):
1 Fe -0.013672 1.882726 -2.055193  3.868
2 C 0.076091 1.399285 5.211350  0.000
3 C 0.018300 1.109349 3.735414  0.003
4 C 0.588240 -0.036015 3.191983  0.000
5 C 0.548413 -0.273554 1.836245  0.009
6 C -0.077478 0.606781 0.920945  0.013
7 N -0.091785 0.323654 -0.425208  -0.098
8 C -0.150684 -1.014562 -0.761907  0.042
9 C -1.061174 -1.884128 -0.130010  0.016
10 C -1.144055 -3.222382 -0.450157  0.000
11 C -0.327530 -3.772364 -1.432845  0.002
12 C -0.428489 -5.224573 -1.816676  0.000
13 C 0.561271 -2.923102 -2.081797  -0.009
14 C 0.666111 -1.570966 -1.781994  -0.003
15 C 1.587286 -0.592979 -2.530983  -0.005
16 O 0.886528 0.441181 -3.035412  0.091
17 C 2.749589 -0.110156 -1.564799  -0.005
18 F 3.977557 -0.109325 -2.150009  0.000
19 F 2.565267 1.137639 -1.140582  0.004
20 F 2.883375 -0.890343 -0.474017  0.001
21 C 2.252518 -1.264446 -3.765831  0.018
22 F 1.332516 -1.784865 -4.591271  0.000
23 F 3.099777 -2.288535 -3.459011  0.001
24 F 2.960994 -0.400351 -4.499676  0.001
25 C -0.622505 1.801708 1.478210  -0.003
26 C -0.569630 2.003910 2.851032  -0.003
27 C -1.217492 2.843023 0.516437  -0.028
28 O -0.437171 3.061810 -0.555882  0.093
29 C -1.366101 4.239273 1.194292  0.017
30 F -2.320297 4.287207 2.169420  0.001
31 F -1.686645 5.199007 0.325837  0.001
32 F -0.216117 4.624363 1.773750  0.000
33 C -2.661483 2.388643 0.099529  0.020
34 F -3.463682 3.414472 -0.258072  0.003
35 F -2.640499 1.555647 -0.943292  0.008
36 F -3.311873 1.748844 1.100359  0.000
37 H 0.170535 0.476384 5.789189  0.000
38 H -0.826473 1.912184 5.552751  0.000
39 H 0.926721 2.036555 5.475356  0.000
40 H 1.085625 -0.751793 3.841560  0.000
41 H 1.014906 -1.166166 1.442542  0.001
42 H -1.705960 -1.469709 0.635598  0.000
43 H -1.863486 -3.851699 0.067290  0.000
44 H -0.717738 -5.841367 -0.962222  0.000
45 H 0.525916 -5.600337 -2.191497  0.000
46 H -1.171646 -5.391413 -2.603102  0.000
47 H 1.196634 -3.355889 -2.842035  0.000
48 H -1.012901 2.895486 3.272871  0.000
49 Te -0.567600 3.401890 -3.978478  0.942

Forces on the atoms, in the same order (eV/Å):
Fe 0.01 -0.70 0.84
C -0.02 0.00 0.06
C 0.00 -0.01 0.02
C 0.01 0.03 0.03
C -0.04 0.01 0.01
C -0.03 0.17 -0.08
N 0.00 -0.08 0.13
C 0.10 -0.03 -0.20
C 0.01 0.02 -0.01
C 0.01 -0.04 -0.04
C -0.01 0.01 0.02
C 0.00 -0.05 -0.01
C 0.00 -0.04 0.02
C -0.11 0.12 0.19
C -0.25 -0.18 0.01
O 0.24 0.27 -0.12
C 0.12 -0.03 0.01
F 0.01 -0.04 -0.05
F 0.00 0.16 0.05
F 0.00 -0.05 0.03
C 0.06 -0.08 0.00
F -0.14 -0.02 -0.07
F 0.07 0.00 0.07
F 0.05 0.08 -0.01
C 0.13 -0.19 -0.15
C -0.03 -0.03 0.05
C 0.19 -0.06 0.11
O -0.01 0.20 -0.21
C -0.03 0.02 0.08
F -0.07 -0.02 0.02
F 0.01 0.03 -0.07
F 0.07 0.02 0.02
C -0.12 0.03 0.05
F -0.02 0.03 -0.03
F 0.00 -0.09 -0.04
F -0.03 0.00 0.02
H 0.00 0.00 0.00
H 0.00 0.00 -0.01
H 0.01 0.00 -0.01
H 0.00 -0.01 0.01
H 0.01 -0.02 -0.02
H 0.00 0.01 0.01
H 0.00 -0.01 0.00
H 0.00 0.00 0.00
H 0.01 0.00 0.00
H -0.01 0.01 -0.01
H -0.01 -0.02 0.01
H 0.01 -0.02 0.01
Te -0.22 0.56 -0.77


Number 1: maximum force 1.3 eV Å⁻¹. Number 2: maximum force 1.8 eV Å⁻¹. Number 3: maximum force 1.1 eV Å⁻¹.